{
  "formula": "C10H33NO7PS5",
  "method": "wB97M-V/def2-TZVPD",
  "symbols": ["O", "N", "O", "P", "H", "H", "H", "C", "S", "O", "C", "H", "H", "H", "H", "H", "H", "C", "S", "O", "C", "H", "H", "H", "H", "H", "H", "C", "S", "O", "C", "H", "H", "H", "H", "H", "H", "C", "S", "O", "C", "H", "H", "H", "H", "H", "H", "C", "S", "O", "C", "H", "H", "H", "H", "H", "H"],
  "xyz": [[1.28513, -4.13051, -2.36579], [0.81993, -4.74033, -1.39632], [1.80630, -5.18735, -0.59805], [2.49281, -3.92298, 0.38311], [2.31401, -4.29761, 1.76753], [1.88898, -2.62665, 0.20597], [3.92036, -3.87364, 0.09115], [-0.91779, 0.01387, 1.81816], [0.83232, -0.19577, 1.40971], [1.33260, -1.38948, 2.16800], [1.40334, 1.28201, 2.28352], [-1.47489, -0.82817, 1.40105], [-1.04846, 0.03274, 2.90267], [-1.28564, 0.94398, 1.37912], [1.12772, 1.22204, 3.33915], [0.95782, 2.16966, 1.82909], [2.49102, 1.33925, 2.19616], [-2.39349, 0.65463, -3.07256], [-3.38474, 0.34691, -1.59053], [-2.79993, 1.16651, -0.47856], [-2.83627, -1.36089, -1.35384], [-2.54856, 1.68981, -3.38515], [-1.33486, 0.49750, -2.85299], [-2.71510, -0.01667, -3.87200], [-1.74984, -1.39251, -1.24166], [-3.14290, -1.96474, -2.21073], [-3.30515, -1.75454, -0.44877], [5.62614, 1.79063, -0.52261], [4.46650, 2.96555, 0.21797], [3.08948, 2.38601, 0.08313], [4.64991, 4.23439, -1.05868], [5.64750, 0.88878, 0.09349], [5.30082, 1.53128, -1.53281], [6.62453, 2.23285, -0.55128], [4.38570, 3.82265, -2.03570], [5.68089, 4.59479, -1.06956], [3.97992, 5.06469, -0.82268], [-0.51495, 0.84156, 7.13665], [-1.16275, 2.39337, 6.46889], [-0.76918, 2.46135, 5.02296], [-0.03976, 3.47265, 7.38947], [-1.04978, 0.01205, 6.66841], [0.55140, 0.75592, 6.91491], [-0.67767, 0.81333, 8.21642], [0.99716, 3.22284, 7.15222], [-0.21822, 3.35637, 8.46072], [-0.23773, 4.50781, 7.10100], [-4.92390, -1.84515, -6.57466], [-4.14506, -2.70857, -5.18845], [-3.61661, -1.66656, -4.24761], [-2.74215, -3.34819, -6.13510], [-5.81515, -1.33144, -6.20704], [-4.23109, -1.11228, -6.99481], [-5.21347, -2.56977, -7.33901], [-2.18536, -2.52158, -6.58300], [-3.10461, -4.02239, -6.91421], [-2.08722, -3.90001, -5.45648]],
  "de_lowest_kcal_mol": 31.6,
  "charge": 1,
  "e_tot_ev": -90177.50972,
  "orbital_gap_ev": 4.88,
  "e_lumo_ev": -5.3,
  "e_homo_ev": -10.22
}